Entry 1:
Density functional theory data (ωB97M-V with the def2-TZVPD basis set) for a structure of composition C42H55BN6O3PdSSi in a non-equilibrium geometry.

```
110
Properties=species:S:1:pos:R:3:forces:R:3:mulliken_spin:R:1
H -1.9100 -4.0067 -2.0517 0.02 0.07 0.04 0.00
C -2.7373 -6.3317 4.0163 0.05 -0.08 -0.08 0.00
C -5.0443 0.2846 2.0188 0.06 0.04 -0.05 0.00
C -3.4212 -3.5429 0.4598 0.06 0.03 -0.01 -0.02
Si -0.3177 -4.7904 2.6994 -0.14 -0.27 -0.13 -0.03
N 0.2621 0.1287 1.6973 -0.20 0.18 0.17 0.11
H -0.9501 6.1956 -3.3333 -0.02 -0.04 0.04 0.00
C 1.8955 -5.2080 4.4482 -0.08 0.15 -0.08 0.04
C 4.9254 2.1169 1.5323 -0.03 -0.02 0.01 0.00
H -4.9463 2.8134 0.4140 0.11 -0.08 0.00 0.00
O -1.6499 -4.2087 3.4524 0.08 0.01 -0.10 -0.05
C -1.3291 5.4080 -2.6923 0.01 -0.04 0.02 0.00
C -1.0072 3.3319 -1.5188 -0.05 0.19 -0.09 0.00
H 1.0680 -6.7365 -1.0210 0.00 0.02 0.02 0.00
H 0.9934 -3.5156 5.4533 0.10 -0.04 -0.04 0.00
H -5.9747 0.8501 1.9923 0.02 -0.01 0.00 0.00
C 2.2713 -1.7614 -4.6661 0.00 -0.01 0.03 0.00
H 0.3695 -5.1444 -0.6437 0.02 -0.07 0.02 0.02
H 0.9833 -7.6634 2.0746 -0.04 -0.03 -0.08 0.00
C 1.0110 -0.8251 -2.8504 0.02 -0.08 -0.09 0.04
H 3.3087 0.7695 4.1895 0.03 0.02 -0.06 0.00
H -4.1373 4.4947 -1.0293 0.05 0.01 -0.03 0.00
H 4.0030 -5.2211 3.9685 -0.04 -0.04 -0.02 0.00
C 1.1335 0.4614 2.6332 0.30 0.07 0.00 -0.01
C 4.7023 1.6639 2.8260 -0.03 0.00 -0.03 0.00
C 0.3264 -2.0259 -2.6619 -0.11 -0.08 0.09 0.01
H -1.1826 -7.8426 -1.0458 -0.03 0.04 0.05 0.00
C 1.9513 -6.1142 5.6641 0.01 -0.15 0.12 0.00
C -2.3138 3.3670 -1.0354 -0.17 -0.14 0.15 -0.01
H -4.0093 -4.0845 -0.2808 0.01 -0.01 0.01 0.00
C 1.9006 -3.7485 4.8858 -0.06 0.13 -0.02 0.01
H -2.8258 -1.4493 2.2151 0.13 0.13 -0.14 0.00
C -1.6527 -0.9179 4.5999 0.02 -0.03 -0.01 0.00
C 0.6082 0.1406 3.8965 0.16 -0.03 0.06 0.01
C -2.5539 -4.8604 4.3723 0.10 -0.08 0.00 0.00
N -1.6905 -1.7270 0.2628 0.11 0.11 0.13 -0.05
H -3.0770 -6.4408 2.9833 0.02 0.02 0.10 0.00
O 0.6677 -5.5220 3.7715 0.07 -0.12 -0.01 0.07
H 5.8908 2.5203 1.2526 -0.03 -0.01 0.02 0.00
H -4.5498 -4.4364 5.0722 0.02 0.00 -0.05 0.00
H 2.7695 -3.5520 5.5177 -0.03 0.01 -0.01 0.00
H -5.2522 -0.7306 1.6737 0.02 0.05 -0.01 0.00
C -0.5157 4.3373 -2.3382 -0.07 -0.02 0.03 0.00
C -1.9823 -4.7332 5.7804 0.09 0.08 0.02 0.00
C 0.2401 -7.9764 1.3361 0.10 -0.04 0.12 0.00
H -3.2751 6.2884 -2.4825 0.03 -0.06 0.02 0.00
C -2.8331 2.2863 -0.1585 -0.03 0.32 -0.20 0.01
C -4.0205 0.9626 1.1611 0.02 -0.10 0.06 0.00
H 1.8044 -7.1528 5.3595 0.03 0.05 0.03 0.00
C -0.6353 -0.4000 3.6407 -0.11 0.00 -0.12 0.01
H 4.0531 2.4103 -0.4118 -0.02 0.00 0.04 0.00
C 2.6692 1.5346 0.9686 0.05 0.04 0.14 0.04
C 3.0536 -5.5047 3.5076 0.07 0.00 -0.10 0.00
C -3.8828 -4.1271 4.2637 -0.07 0.06 -0.06 0.00
H -1.7992 -6.8866 4.1270 -0.10 0.07 0.01 0.00
H 1.6284 -5.8276 0.3943 -0.08 -0.03 -0.04 0.00
H 1.9479 -3.0664 4.0295 0.00 -0.06 0.05 0.01
C 2.4331 1.0553 2.2561 -0.13 -0.09 0.07 0.02
C -2.2902 -2.8421 -0.2229 0.00 0.10 0.17 0.03
H -4.0736 -2.8433 0.9801 0.01 0.00 -0.04 0.00
H 2.9218 -6.0259 6.1601 -0.08 -0.01 -0.03 0.00
O -0.8722 -5.8679 1.6063 -0.02 0.12 -0.04 0.01
H -1.9152 -6.2520 -0.7323 0.02 -0.06 0.00 0.00
C 3.8980 2.0526 0.5988 0.03 -0.02 0.07 0.01
N -2.0651 1.2578 0.1487 -0.10 0.06 -0.01 0.00
H 0.7771 0.0565 -2.2463 -0.01 0.06 -0.28 -0.04
H 3.0865 -6.5708 3.2673 -0.01 0.07 0.01 0.00
H -2.2791 -7.6199 0.3362 0.05 0.03 -0.05 0.00
H -2.5886 -0.3597 4.5304 0.03 0.00 0.00 0.00
N -2.7863 0.4516 0.9525 0.36 -0.28 0.01 0.00
C 0.6242 -3.0858 -3.5121 0.06 -0.10 -0.10 0.00
C 1.9771 -0.6901 -3.8322 0.01 -0.07 -0.04 0.01
H 1.0625 0.2797 4.8663 -0.06 0.00 -0.10 0.00
H -3.4824 -6.7723 4.6826 0.03 -0.01 -0.03 0.00
H -1.2724 -0.8269 5.6174 -0.01 0.00 -0.02 0.00
C -0.6711 -2.2000 -1.5872 0.24 -0.03 -0.23 0.04
H 2.9395 -4.9395 2.5786 0.02 -0.02 0.05 0.00
C 3.4685 1.1352 3.1809 0.12 0.00 0.11 0.00
C -2.6318 5.4572 -2.2158 -0.04 -0.06 0.06 0.00
H 1.8533 1.5309 0.2425 0.23 0.28 -0.08 -0.04
Pd 0.3160 0.5358 -0.4137 -0.47 -0.67 0.65 0.75
H -3.0453 -4.2586 1.1949 0.01 0.03 -0.03 0.01
H -0.5547 -8.5132 1.8586 0.03 0.02 -0.02 0.00
H -2.6118 -5.2700 6.4930 0.01 0.03 0.00 0.00
H 1.8030 -3.7980 -5.1542 -0.01 0.02 0.02 0.00
H 1.1714 -5.8486 6.3809 0.03 -0.02 -0.03 0.00
N -0.6998 -1.3502 -0.5769 -0.38 0.00 -0.04 0.12
C -0.3238 -6.7614 0.6154 0.07 0.16 0.27 0.00
N -0.8248 -0.3925 2.3025 -0.06 -0.09 -0.22 0.03
C 1.5849 -2.9573 -4.5070 -0.04 0.01 0.05 0.00
C 0.7525 -6.0734 -0.2121 0.07 0.09 0.01 -0.01
H 5.4948 1.7171 3.5628 -0.02 -0.01 -0.03 0.00
C -4.0957 2.1485 0.4605 -0.05 0.13 -0.05 0.00
B -2.0873 -0.8321 1.4914 -0.08 0.10 -0.01 0.00
S 0.7160 -3.2245 1.7098 0.01 0.05 0.18 0.90
H 3.0299 -1.6621 -5.4332 -0.05 -0.01 0.03 0.00
H -1.9298 -3.6848 6.0857 0.00 -0.04 -0.03 0.00
H -0.3744 2.4978 -1.2372 0.08 0.05 -0.03 -0.02
H -4.3704 -4.3452 3.3100 0.05 0.03 0.05 0.00
C -3.1179 4.4453 -1.3951 -0.04 0.09 -0.04 0.00
C -1.4974 -7.1467 -0.2638 -0.17 -0.01 -0.09 0.00
H 0.7181 -8.6549 0.6259 -0.04 0.00 0.02 0.00
H -3.7292 -3.0479 4.3304 -0.02 -0.08 0.02 0.00
H -4.7178 0.2145 3.0589 0.01 0.02 -0.05 0.00
C -1.6589 -3.1800 -1.4046 -0.02 -0.07 -0.10 -0.02
H -0.9762 -5.1572 5.8148 -0.10 0.00 0.00 0.00
H 2.4962 0.2526 -3.9513 -0.02 -0.01 0.00 0.00
H -1.8663 -1.9672 4.3935 0.05 0.05 0.00 0.00
H 0.1037 -4.0283 -3.3827 0.05 0.03 -0.01 0.00
H 0.5052 4.2886 -2.7005 -0.05 -0.01 0.02 0.00
```
Positions in Å, forces in eV/Å.

* HOMO-LUMO gap (spin up / spin down): 8.49 / 5.94 eV
* relative energy (zero: lowest compared OMol25 entry of this formula, charge and spin): 0.0 kcal per mole
* net charge: 0
* DFT total energy: -82405.8434 eV
* HOMO level (spin up / spin down): -0.292 / -0.292 Ha
* spin multiplicity: 3
* F_max: 1.041 eV Å⁻¹

=====

Entry 2:
Density functional theory data (ωB97M-V with the def2-TZVPD basis set) for a structure of composition C14H25AsBr33Si.

```
74
Properties=species:S:1:pos:R:3:forces:R:3:lowdin_charge:R:1
H 1.4316 -5.3148 -8.9582 0.01 0.00 0.00 -0.03
Br 0.9898 -3.2418 -7.6968 -0.02 0.20 -0.02 0.59
Br 3.7697 -0.6906 -3.4561 0.11 -0.07 0.02 0.57
H 1.4123 -0.4516 -2.7507 -0.03 0.00 -0.06 -0.05
Br 0.3497 -3.3617 2.9118 -0.14 0.02 0.04 0.57
Br 1.8718 -1.2680 1.1006 0.14 -0.01 -0.02 0.67
Br -0.4827 0.3442 5.5538 -0.10 -0.07 -0.08 0.63
Br -0.5728 7.4890 2.9935 -0.02 0.14 -0.13 0.57
Br 0.3238 -4.0234 -3.9546 0.33 -0.02 0.16 0.51
C 1.4440 6.2476 -0.2931 -0.15 -0.08 -0.07 -1.63
H 1.3860 -1.1969 3.5291 -0.03 0.05 0.00 -0.08
Br 3.1598 -5.4968 -7.2075 0.12 -0.03 0.05 0.58
Br 2.0322 1.9132 -2.9256 0.09 0.22 0.04 0.58
Br 5.9844 8.7780 -3.0764 0.13 -0.07 -0.01 0.57
Br -1.4840 -4.0403 -0.5615 0.02 -0.09 -0.12 0.51
H -3.5219 -0.5306 -1.2551 -0.09 0.09 0.14 -0.12
Br 4.4058 11.3494 -2.1029 -0.02 0.05 0.07 0.56
C -2.4549 -6.5112 4.1950 -0.13 0.09 -0.05 -1.62
C -1.2049 2.9248 0.2793 0.06 0.18 -0.05 -0.24
Br 1.7927 5.1092 1.1945 0.23 -0.09 0.20 0.58
Br -1.3286 -5.9036 5.6183 0.10 0.06 0.12 0.58
C -0.3768 6.7325 4.7419 -0.02 0.01 0.08 -1.65
H 0.3725 6.3813 -0.3561 0.00 -0.01 -0.02 -0.02
H -3.3625 -5.9243 4.2240 0.00 0.00 0.01 -0.02
Br 3.2974 9.6304 -4.5250 -0.08 0.00 -0.13 0.57
H -1.1637 -0.7324 -1.2892 0.06 0.04 -0.04 -0.01
C 1.4189 -5.0965 -7.9005 -0.05 -0.06 -0.06 -1.63
H -3.2394 -5.2378 0.6855 -0.09 0.00 -0.12 -0.12
Br -1.6412 -6.2129 2.4872 0.17 -0.12 -0.03 0.59
Br -1.6789 5.3663 5.0639 -0.10 -0.11 0.02 0.59
H -3.8551 1.8066 -1.5597 -0.01 -0.25 0.15 -0.12
Br 2.1907 -5.5410 -0.3057 -0.06 0.05 -0.13 0.56
As -3.9888 0.7461 -0.2837 -0.04 0.07 0.08 0.17
H 0.9503 2.2332 6.2102 0.03 0.00 0.00 -0.03
Br -2.5447 -5.3277 -4.2452 -0.07 -0.16 -0.03 0.55
Br -2.9524 -8.3516 4.4212 -0.05 -0.12 0.03 0.58
H -4.1223 -0.2759 1.0220 -0.05 0.26 -0.17 -0.17
H -1.5191 -0.7855 1.7932 0.04 0.09 0.08 -0.02
Si -1.6411 1.0917 0.2548 -0.34 0.05 0.06 0.33
Br 2.0330 5.4692 -1.9421 0.03 -0.02 -0.15 0.58
Br -2.1784 -2.1854 -4.5104 -0.12 0.08 0.09 0.59
H -2.0670 0.6517 2.6475 0.03 -0.01 -0.02 0.02
C -0.6168 0.1826 -1.0276 0.27 -0.29 -0.13 -0.27
Br 2.0593 -7.4729 2.1984 -0.02 -0.09 0.07 0.56
H -1.2204 -4.0268 -5.8639 -0.02 0.04 0.04 -0.12
H -0.4868 0.7803 -1.9297 -0.11 0.03 -0.08 -0.01
H 2.4449 -5.0405 2.0916 0.01 0.01 0.03 -0.13
H -1.0536 3.2721 -0.7491 -0.04 0.02 0.05 0.02
Br 1.1719 -0.1399 -5.1875 -0.05 0.04 -0.10 0.55
C 1.6886 -1.9890 2.8570 0.06 -0.10 0.05 -1.59
Br 0.0702 -6.2095 -7.1057 -0.07 -0.15 -0.02 0.60
H 3.6973 8.9814 -2.1839 0.00 0.01 0.00 -0.12
C 2.8040 -5.8561 1.4798 -0.05 0.04 0.02 -1.67
Br -4.6097 -4.3227 -1.1551 -0.07 0.01 -0.08 0.57
C -3.2445 -4.2795 0.1892 0.13 -0.05 0.02 -1.66
C -1.3276 0.2880 1.9252 -0.10 -0.24 0.17 -0.28
C 2.0116 0.0839 -3.4784 -0.13 -0.17 0.13 -1.65
C 1.1082 1.4077 5.5305 0.03 0.14 0.20 -1.63
Br 2.2195 7.9918 -0.0468 0.02 0.20 0.11 0.60
H -4.4600 1.9997 0.6917 0.17 -0.16 -0.15 -0.12
H -0.3311 0.4034 2.3607 -0.06 0.09 -0.13 -0.07
Br 3.3712 -2.6877 3.4960 0.11 0.04 0.10 0.58
C -1.3897 -3.9022 -4.8029 -0.04 0.12 -0.10 -1.68
H 0.3727 -0.1068 -0.6521 -0.17 0.16 -0.15 -0.07
H -0.3121 3.1858 0.8560 -0.11 -0.11 -0.02 -0.05
C 4.2636 9.5933 -2.8724 -0.05 -0.03 0.06 -1.68
H -0.5455 7.5313 5.4490 -0.03 -0.03 0.02 -0.03
Br 2.6134 0.4024 6.1844 0.10 -0.06 0.04 0.57
H -2.0609 3.4704 0.6935 0.06 0.02 -0.01 0.02
Br 1.4022 6.0783 5.0520 0.15 -0.01 0.00 0.55
Br -3.5796 -2.9279 1.4906 -0.14 0.11 0.09 0.60
Br 4.7190 -5.8562 1.5879 0.14 -0.01 0.00 0.56
H -5.4980 0.4481 -0.6586 0.12 0.09 0.04 -0.13
Br 1.4830 2.1546 3.8086 -0.01 0.00 -0.19 0.59
```
Positions in Å, forces in eV/Å.

* HOMO-LUMO gap: 4.12 eV
* net charge: -1
* DFT total energy: -2395035.5908 eV
* HOMO level: -0.104 Ha
* F_max: 0.415 eV Å⁻¹